[1]
Here is a molecular structure, C26H27BrN7O3ReS2 from the Open Molecules 2025 dataset. Energies are from ωB97M-V with the def2-TZVPD basis set.

Each line ends with the Löwdin spin population.
Positions of all 67 atoms, in Å:
Re  -0.4583  -0.2835  0.0359  2.3053
C  -1.2309  2.5811  1.3118  0.0061
O  -1.4336  1.1277  1.3124  0.0591
C  -1.9792  0.5675  2.4969  0.0042
C  -2.8701  1.2255  3.3131  0.0022
C  -3.4118  0.5193  4.3877  0.0011
Br  -4.6264  1.3861  5.5174  0.0004
C  -3.0887  -0.8106  4.6094  0.0016
C  -2.1737  -1.4587  3.7836  0.0006
C  -1.6070  -0.7322  2.7571  0.0028
O  -0.6796  -1.3206  1.8655  0.0390
C  -1.9226  -2.9021  3.8817  0.0002
N  -2.8473  -3.7692  4.0935  0.0003
C  -2.2205  -5.0132  3.9952  0.0001
C  -2.7570  -6.2844  4.1796  0.0001
C  -1.8942  -7.3550  4.0704  0.0001
C  -0.5315  -7.1753  3.7855  0.0000
C  0.0108  -5.9210  3.5885  0.0002
C  -0.8685  -4.8516  3.6914  0.0000
N  -0.6763  -3.4630  3.5498  0.0017
H  -0.7563  2.8599  2.2487  0.0008
H  -2.1954  3.0658  1.1932  0.0014
H  -0.5798  2.7998  0.4718  0.0000
H  -3.1658  2.2505  3.1389  0.0001
H  -3.5535  -1.3675  5.4117  0.0000
H  -0.6706  -2.3061  2.0043  0.0031
H  -3.8040  -6.4143  4.4164  0.0000
H  -2.2675  -8.3590  4.2202  0.0000
H  0.1092  -8.0446  3.7252  0.0000
H  1.0643  -5.7904  3.3777  0.0000
H  0.1823  -3.0342  3.8714  0.0000
O  1.2247  0.5246  0.7680  0.1105
N  2.4274  -0.0718  0.5651  0.0161
C  3.5022  0.5158  1.1294  0.0067
C  4.7421  -0.0425  0.9557  0.0094
C  4.8626  -1.2077  0.2003  0.0052
C  3.7391  -1.7847  -0.3627  0.0110
C  2.4979  -1.1961  -0.1707  0.0221
S  1.0132  -1.8433  -0.8400  0.1500
H  3.2922  1.4106  1.6970  0.0003
H  5.6014  0.4302  1.4094  0.0003
H  5.8329  -1.6638  0.0541  0.0000
H  3.8045  -2.6904  -0.9496  0.0001
C  -1.8959  3.3335  -3.9186  0.0009
N  -1.0405  2.5021  -3.0555  0.0144
C  0.3383  2.4898  -3.0687  0.0075
C  0.7303  1.5750  -2.1517  0.0083
N  -0.4063  1.0194  -1.5781  0.0183
C  -1.4570  1.6154  -2.1609  0.0265
H  -1.4768  4.3344  -3.9675  0.0002
H  -2.8922  3.3828  -3.4892  0.0001
H  -1.9393  2.9026  -4.9154  0.0005
H  0.9076  3.1286  -3.7233  0.0002
H  1.7245  1.2804  -1.8668  0.0000
H  -2.4929  1.4123  -1.9406  0.0011
S  -2.4777  -1.3749  -0.6550  0.1061
C  -2.3800  -2.0454  -2.2555  0.0275
N  -3.2941  -2.8958  -2.6712  0.0135
C  -3.0947  -3.2795  -4.0812  0.0013
C  -1.7142  -2.6613  -4.3889  0.0008
N  -1.4840  -1.8091  -3.2014  0.0074
H  -4.0860  -3.1740  -2.1110  0.0000
H  -3.8881  -2.8586  -4.6954  0.0007
H  -3.0995  -4.3607  -4.1844  0.0003
H  -1.7214  -2.0600  -5.2934  0.0002
H  -0.9305  -3.4127  -4.4634  0.0003
H  -0.6556  -1.2566  -3.0556  0.0016

The HOMO-LUMO gap (spin up / spin down) comes out at 6.798 / 4.522 eV. The LUMO energy (spin up / spin down) comes out at -8.11 / -10.38 eV. The total charge is +3. The spin multiplicity is 4. Its total energy is -5063.78519 a.u. As for the HOMO energy (spin up / spin down): -0.5477 / -0.5477 Ha. For the energy above the lowest of the compared OMol25 structures with the same formula, charge and spin, the calculation gives 73.4 kJ/mol.

[2]
Here is 10 unconnected molecules or ions with the total composition BH22O9 at a distorted geometry from the Open Molecules 2025 dataset. Energies are from ωB97M-V with the def2-TZVPD basis set.

Each line ends with the Mulliken charge.
Positions of all 32 atoms, in Å:
B  -0.0740  -0.3940  0.3763  0.5400
H  0.1889  0.2494  -0.5393  -0.4555
H  0.2037  0.1684  1.3340  -0.5529
H  -1.1849  -0.6403  0.2521  -0.3158
H  0.5153  -1.3778  0.4726  -0.0639
O  2.8317  1.1372  -1.9640  -0.6605
H  3.2012  2.0255  -1.9763  0.2976
H  2.6210  0.9731  -1.0277  0.3397
O  -0.0943  1.9928  -2.1671  -0.5772
H  -0.0762  1.7031  -1.2433  0.3774
H  0.6083  2.6437  -2.2311  0.2728
O  -1.0157  -3.2446  0.6931  -0.6773
H  -1.6793  -3.4786  0.0371  0.2699
H  -0.6364  -2.3900  0.3732  0.2714
O  -1.7663  -0.4932  3.1543  -0.6804
H  -1.0910  -0.7485  3.7881  0.3203
H  -1.2980  -0.4603  2.3025  0.4066
O  0.3324  2.3156  2.2966  -0.7096
H  1.1505  2.6495  1.9172  0.3019
H  0.1436  1.4945  1.7886  0.7373
O  3.3550  -1.7210  -1.9833  -0.6545
H  2.5101  -1.6752  -1.5215  0.3233
H  3.7003  -0.8199  -1.9361  0.3395
O  -2.5455  0.0237  -1.5734  -0.7698
H  -1.9822  0.2036  -2.3330  0.3254
H  -1.9309  0.0321  -0.8071  0.2874
O  2.8901  -0.0231  0.7261  -0.7601
H  1.9427  -0.2627  0.7652  0.1569
H  3.3554  -0.8389  0.9344  0.3301
O  -5.0016  0.2940  -0.2473  -0.6587
H  -5.0828  0.6929  0.6244  0.3060
H  -4.0912  -0.0312  -0.2853  0.3327

The HOMO-LUMO gap comes out at 10.122 eV. The LUMO energy comes out at 2.71 eV. The total charge is -1. The spin multiplicity is 1. Its total energy is -715.21257 a.u. As for the HOMO energy: -0.2725 Ha. For the energy above the lowest of the compared OMol25 structures with the same formula, charge and spin, the calculation gives 77.4 kJ/mol.

Q: Which formula does entry 1 have?
A: C26H27BrN7O3ReS2